# C4H11N2

A 2-piece molecular cluster, C4H11N2 overall at a distorted geometry (ωB97M-V/def2-TZVPD, the OMol25 dataset).

Structure (XYZ):
```
17
Properties=species:S:1:pos:R:3:forces:R:3:mulliken_charge:R:1
C -2.416929 -0.601090 -0.894881 -0.6 0.7 -1.4 -0.81
N -1.430326 -0.196541 0.099532 0.1 0.1 1.6 -0.28
H -3.352212 -0.030664 -0.736625 0.6 -0.3 -0.2 0.35
H -1.981113 -0.360545 -1.879709 -0.5 -0.2 0.3 0.32
H -2.629989 -1.663872 -0.821086 0.2 0.0 0.0 0.33
H -1.772014 -0.474661 1.011304 0.0 -0.4 0.4 0.36
H -1.322271 0.817712 0.235190 0.2 -0.3 -0.7 0.39
H -0.460203 -0.646580 0.003111 -0.1 0.3 -0.2 0.47
C 1.378567 0.731195 -0.373218 -0.5 -0.3 -0.4 -0.33
C 1.361171 1.812001 0.417079 0.8 -1.2 0.7 -0.60
C 2.123844 -1.220432 0.733305 1.2 1.3 0.4 -0.30
N 1.227351 -0.655409 0.042973 -0.4 0.7 0.2 -0.39
H 1.278679 0.825182 -1.465367 0.2 0.0 0.5 0.36
H 1.472016 1.689979 1.522713 -0.3 0.3 -1.0 0.27
H 1.437933 2.798044 -0.021608 -0.2 0.0 0.1 0.30
H 2.038993 -2.206046 1.202231 -0.3 0.2 -0.5 0.29
H 3.046503 -0.618271 0.925057 -0.5 -0.8 0.0 0.28
```
Positions in Å, forces in eV/Å.

relative energy (zero: lowest compared OMol25 entry of this formula, charge and spin): 52.35 kcal/mol
lowest unoccupied orbital energy: -3.229 eV
charge: +1